No. 1
Below is C4H10N2OS as an isolated structure, with properties calculated with the ωB97M-V functional and the def2-TZVPD basis.

```
18
Properties=species:S:1:pos:R:3:forces:R:3
C -0.821902 2.750518 -0.739417 3.0918 3.2593 -0.3557
C -0.720747 1.453324 0.058155 1.2366 0.5049 2.4757
C -1.338127 0.476385 -0.931799 -2.4250 1.5726 3.1227
C 0.484243 -2.089896 0.738771 0.5225 -2.6411 1.7838
H -0.196507 3.832167 -0.456328 -1.3366 -3.5519 -0.2331
H -1.841913 3.126779 -0.672793 -0.1992 -0.3245 -0.6507
H -0.417320 2.482696 -1.799546 -1.1354 1.1348 1.6638
H -1.116201 1.520510 1.128381 -0.2151 -0.1451 -1.8161
H 1.524256 1.367547 1.897256 -1.4238 -0.6336 -3.4253
H -2.512382 0.832266 -0.889479 2.8201 -1.3946 -0.7674
H -0.813623 0.823292 -1.782848 -0.0767 -0.7549 -1.8507
H -1.818799 -1.388553 -1.268564 1.9584 -0.1481 1.5279
H 0.759078 -1.151787 -1.089304 0.2052 -0.3445 0.2180
H -0.565904 -2.365811 1.377911 2.9669 0.7919 -1.2726
N -1.202036 -0.892704 -0.539634 -2.3080 -1.3080 -1.0538
N 0.110501 -1.329430 -0.329865 -0.9415 -2.1952 -2.1276
O 1.657191 -2.524243 0.989620 -4.7039 2.0682 -1.1929
S 0.985108 0.695486 0.435662 1.9638 4.1098 3.9541
```
Forces are in eV/Å.

Output
- HOMO (eV) = -8.17
- spin multiplicity = 1
- LUMO (Eh) = 0.014
- charge = 0
- Kohn-Sham gap (eV) = 8.6

=====

No. 2
Below is a 3-piece molecular cluster, C19H45F3N6O6P2 overall, with properties calculated with the ωB97M-V functional and the def2-TZVPD basis.

```
81
Properties=species:S:1:pos:R:3:forces:R:3
O 5.765403 -1.260108 -2.660129 0.0584 -0.0363 0.2746
C 5.620097 -0.137546 -2.249269 -0.0647 -0.0910 -0.5537
C 4.919450 0.918742 -3.077190 0.3691 0.3002 0.5933
C 3.396189 0.978898 -2.893071 0.0961 -0.2122 -0.3887
C 2.722023 -0.396549 -2.925318 0.0771 0.3495 -0.0861
C 1.183327 -0.352278 -2.791216 0.1079 0.1575 -0.4282
O 0.638139 0.924861 -3.086395 0.1034 -0.0555 -0.0239
C 0.626255 -0.781618 -1.421416 -0.7188 0.2685 -0.0110
F -0.464495 -1.569754 -1.589852 0.3748 0.1025 -0.0117
F 0.216985 0.274941 -0.711504 0.3434 -0.3045 0.0967
F 1.504952 -1.485774 -0.681690 -0.1284 0.1495 -0.1370
O 3.064486 1.791261 -1.751978 -0.0130 -0.5189 -0.3557
C 3.123175 1.216783 -0.545865 -0.2753 0.2215 0.2658
O 2.623336 1.738042 0.398309 0.0036 0.2646 0.5872
H 6.018888 0.169170 -1.266045 -0.0132 -0.0619 0.0937
H 5.303569 1.889446 -2.755488 -0.0366 0.1015 -0.1703
H 5.208410 0.768665 -4.115686 -0.2179 -0.1524 -0.0798
H 3.004801 1.520695 -3.749963 -0.0581 0.3557 0.2245
H 3.203571 -1.076749 -2.228768 -0.2567 -0.1715 0.0717
H 2.933730 -0.793226 -3.919523 0.1586 -0.0559 0.0218
H 0.767322 -1.036005 -3.531289 0.0559 -0.4348 0.3316
H 0.429325 0.946548 -4.025608 -0.0777 0.0522 0.0823
H 3.634844 0.250654 -0.450858 0.1321 -0.1060 -0.3688
C -1.554954 3.967186 -0.378475 -0.1731 -0.2091 0.3534
N -0.525655 4.987380 -0.387795 0.3879 0.1502 -0.0855
C 0.711369 4.575544 -1.050705 0.3096 0.3227 -0.0876
P -0.383917 6.291373 0.708574 -4.8757 -0.9618 -2.1753
O 0.237704 7.357183 -0.125489 2.1952 -0.2811 1.8492
N -1.902381 7.005384 1.049593 0.0416 0.1687 -0.1870
C -3.168791 6.306617 0.986227 -0.0479 -0.2006 0.4260
C -2.073358 8.406091 0.690071 0.1065 0.1186 -0.1862
N -0.441262 5.362631 2.162768 2.3511 1.2931 0.4024
C -0.461572 6.189823 3.393492 -0.3263 0.0558 0.1211
C 0.700530 4.430278 2.303131 -0.0961 -0.4949 -0.3373
H -1.567714 3.347683 0.529562 0.0005 0.0313 -0.0022
H -1.409518 3.293414 -1.223103 0.1976 0.0308 -0.0002
H -2.546188 4.394453 -0.516221 0.0505 0.0236 0.1087
H 1.382229 4.002860 -0.399799 -0.0494 -0.1075 -0.1080
H 1.258243 5.450535 -1.404491 -0.0620 0.0585 0.0890
H 0.493644 3.960964 -1.924644 -0.1345 -0.0341 0.0425
H -3.547132 6.234220 -0.041787 -0.0413 -0.0242 0.0225
H -3.919345 6.841999 1.576098 0.0413 0.0859 -0.0343
H -3.100657 5.309759 1.419207 0.1149 -0.0244 -0.0899
H -2.275695 8.541932 -0.379353 -0.0051 0.0538 0.0072
H -1.191971 8.987069 0.943841 0.0667 -0.0499 -0.0932
H -2.909708 8.828088 1.253747 -0.0631 -0.1456 0.0167
H 0.430949 6.816707 3.484794 0.0466 -0.0550 0.0788
H -0.514830 5.536333 4.264515 0.0803 -0.1029 -0.0670
H -1.336238 6.832104 3.418900 -0.0105 0.0165 -0.1825
H 1.666103 4.933371 2.199694 0.0517 -0.0328 0.0991
H 0.647061 3.633369 1.563463 -0.0128 0.1014 -0.0996
H 0.672545 3.941340 3.275779 -0.1031 0.1361 0.0754
C -0.510943 -5.751942 -1.276411 0.4188 0.0132 0.1672
N -1.718182 -5.352370 -0.582755 -0.3081 0.2467 0.0167
C -2.364653 -4.169524 -1.144436 -0.4356 0.0813 0.1683
P -2.122694 -5.716311 1.038408 1.7985 -4.0763 -3.0398
O -3.608022 -5.798066 0.992994 0.1374 2.2839 1.7583
N -1.727868 -7.330683 1.443337 -0.2342 -0.0594 -0.0661
C -0.670985 -8.098073 0.818151 0.3915 0.1110 0.2446
C -2.825299 -8.202195 1.841466 -0.2386 0.0082 -0.0751
N -0.670282 -5.127779 1.763644 -1.8007 1.5126 1.3644
C -0.587210 -5.388472 3.221765 0.1674 -0.3061 0.0837
C -0.470830 -3.669041 1.592029 0.2184 0.0276 -0.4899
H 0.414633 -5.347835 -0.840775 -0.0252 -0.0212 0.0188
H -0.554103 -5.411856 -2.311439 -0.1240 0.1357 0.0428
H -0.418400 -6.834291 -1.332872 0.0214 0.0460 0.1070
H -1.929559 -3.235810 -0.775249 -0.0176 0.0336 -0.1320
H -3.426283 -4.160202 -0.896461 0.0367 -0.0869 0.1062
H -2.297418 -4.165852 -2.232721 0.1130 -0.1304 -0.0034
H -0.985992 -8.523307 -0.143603 0.0465 -0.0223 0.0017
H -0.381762 -8.930524 1.466809 -0.0977 -0.0100 0.0229
H 0.229042 -7.501865 0.674698 -0.0832 0.0977 -0.0651
H -3.391700 -8.580454 0.982058 -0.0301 -0.0276 0.0322
H -3.516208 -7.687047 2.501672 -0.0449 0.0701 -0.0918
H -2.429289 -9.057570 2.394949 0.1425 0.0191 -0.0709
H -1.399467 -4.906627 3.774485 0.0580 0.0762 0.0432
H 0.361497 -5.008418 3.601051 -0.0004 0.1085 -0.0969
H -0.614142 -6.453158 3.430600 -0.1038 -0.0401 -0.1469
H -1.330191 -3.083157 1.930313 0.0435 0.0547 0.0759
H -0.271215 -3.422821 0.550653 -0.1022 -0.0992 -0.0412
H 0.404253 -3.349539 2.155852 -0.0088 -0.0920 0.0813
```
Forces are in eV/Å.

Output
- HOMO (eV) = -8.19
- spin multiplicity = 1
- LUMO (Eh) = -0.002
- charge = 0
- Kohn-Sham gap (eV) = 8.1

=====

No. 3
Below is a 2-piece molecular cluster, CH7NO2 overall, with properties calculated with the ωB97M-V functional and the def2-TZVPD basis.

```
11
Properties=species:S:1:pos:R:3:forces:R:3
N 1.452593 2.577158 -1.078237 0.1281 -0.2602 -0.0872
C 0.950498 1.574932 -2.003222 0.3715 0.5777 0.0948
O 0.186961 0.576209 -1.347895 -0.1441 -0.0121 -0.2058
H 0.888547 2.596380 -0.238833 -0.2287 0.0821 -0.0815
H 2.388186 2.342842 -0.778415 0.0452 -0.0484 0.0275
H 0.373629 2.065676 -2.786536 -0.3836 -0.0008 0.0774
H 1.808755 1.139768 -2.511946 0.1167 -0.2470 0.0430
H -0.673709 0.534281 -1.777696 0.0960 -0.0900 0.1321
O -2.110585 -4.072205 3.690125 -0.0050 -0.0076 -0.0007
H -3.017787 -4.211539 3.978475 0.0336 0.0243 0.0086
H -1.782204 -3.345591 4.228343 -0.0297 -0.0180 -0.0082
```
Forces are in eV/Å.

Output
- HOMO (eV) = -9.50
- spin multiplicity = 1
- LUMO (Eh) = 0.036
- charge = 0
- Kohn-Sham gap (eV) = 10.5

=====

No. 4
Below is C23H34Cl2N3O3Sn as an isolated structure, with properties calculated with the ωB97M-V functional and the def2-TZVPD basis.

```
66
Properties=species:S:1:pos:R:3:forces:R:3
O -0.946579 -1.528988 0.166631 -1.1292 -0.0819 -0.6013
C -0.034728 -2.494592 0.207645 1.3179 1.4340 0.2472
C -0.083681 -3.231689 1.553304 0.2414 -0.2074 -0.8846
C -0.417375 -2.548486 2.719278 -0.2924 -0.1568 0.3935
H -0.543381 -1.461752 2.674379 0.0185 -0.4992 -0.0126
C -0.610997 -3.252984 3.915210 0.2141 0.3084 -0.6980
H -0.886932 -2.682442 4.801739 0.0593 -0.2979 -0.0265
C -0.437508 -4.637563 3.938097 0.0108 -0.1038 0.1159
H -0.594900 -5.184052 4.870819 0.0793 0.0729 -0.2593
C -0.062485 -5.317072 2.775987 0.0651 0.2333 -0.3051
H 0.104613 -6.393198 2.794834 -0.1048 0.1453 0.0671
C 0.106114 -4.612127 1.573342 -0.0745 0.0175 0.7163
H 0.376673 -5.111761 0.637305 -0.0849 0.0405 0.3822
H -0.124458 -3.235507 -0.616423 0.0861 -0.2471 0.1484
C 1.863099 -1.921264 -1.612368 0.4669 -0.0105 0.2307
C 1.467699 -1.796791 -0.134417 -0.0598 -2.5683 0.9877
H 2.789490 -2.506507 -1.713108 -0.3161 -0.0167 -0.1615
H 2.064084 -0.927707 -2.046083 0.0676 -0.5164 0.0630
H 1.065876 -2.392571 -2.205501 0.1224 0.0429 0.1810
C 2.411316 -1.829953 0.874504 -0.3284 -0.8793 -0.7146
C 3.851324 -2.094448 0.673129 0.4102 0.2583 0.0392
H 2.072842 -1.675077 1.899991 0.0583 -0.3260 -0.2451
H 4.073042 -3.153292 0.854430 0.1967 -0.0385 0.1235
H 4.443237 -1.484121 1.361604 0.2179 -0.0794 -0.0359
H 4.178860 -1.859608 -0.340950 0.0759 0.0575 0.0821
Sn 0.883676 0.389595 -0.003340 -1.3914 -1.0370 0.8956
Cl 0.797058 0.635183 2.368964 0.1101 0.7776 2.2639
Cl 3.218228 0.892740 -0.428459 1.9609 0.5750 -0.2763
H -4.698790 -0.805598 2.211613 0.0416 -0.1209 0.0073
H -4.147833 1.436235 2.715183 0.0862 0.0417 -0.0336
C -3.630434 -1.036816 2.089441 -0.0861 0.4298 -0.1518
C -3.092419 1.359528 2.422862 0.5735 -0.4074 0.2874
N -2.919729 0.148950 1.637680 -0.6733 0.1425 0.3550
H -3.499713 -1.837367 1.358727 0.1162 0.0723 0.1499
C -2.322863 0.175535 0.436009 1.9302 1.6672 -0.6253
O -1.398516 1.006001 0.146743 -3.4927 -0.6929 0.2585
H -2.806212 2.235277 1.832441 0.0138 -0.2615 0.1092
H -2.781228 -0.503704 -0.287883 0.3930 -0.0100 -0.0319
H -3.233956 -1.362720 3.060634 -0.0121 -0.0364 -0.2585
H -2.475768 1.306621 3.329271 -0.0851 0.2423 -0.0837
H -0.227478 1.505952 -5.299956 0.0569 -0.0394 0.1082
H -2.569448 0.112798 -5.198180 0.0263 -0.0777 0.0831
C 0.167282 0.586398 -4.851512 -0.2822 -0.1405 0.1323
C -1.997744 -0.639727 -4.641934 0.2454 0.1406 0.0051
N -0.846023 -0.027585 -3.990821 -0.2701 -0.2965 -0.9189
H 1.068058 0.810262 -4.275734 -0.2744 -0.0972 -0.0240
C -0.763939 -0.001304 -2.669197 2.7701 1.6181 1.8494
O 0.231737 0.546091 -2.081207 -3.1619 -0.5783 -3.9022
H -2.636728 -1.088871 -3.878279 0.0644 0.0342 -0.1627
H -1.570213 -0.483527 -2.103721 0.2255 0.0380 0.0567
H 0.400415 -0.107029 -5.664405 0.0601 0.0223 0.1064
H -1.671752 -1.411024 -5.349784 -0.0592 0.0533 0.1540
C 1.639884 6.910877 -0.016315 0.0693 0.2152 -0.0533
C 1.247779 5.467860 -0.167520 -0.1356 -0.1052 0.0646
C 0.282586 4.880450 0.650041 0.0689 -0.5010 -0.0682
C 0.092031 3.495400 0.602484 0.5071 0.2455 -0.3090
N 0.784330 2.698738 -0.237106 -0.6332 2.1045 -0.7442
C 1.556408 3.302308 -1.167733 0.0129 -0.1093 0.7506
C 1.849595 4.655426 -1.122591 -0.0123 0.0193 -0.1178
H 0.859336 7.591127 -0.381204 0.0918 -0.1559 0.0545
H 1.825793 7.158691 1.036092 -0.0427 -0.0720 -0.2109
H 2.555771 7.112201 -0.583693 -0.1825 0.0225 0.1241
H -0.298304 5.470007 1.355989 0.1708 -0.0714 -0.0517
H -0.623795 3.016861 1.268129 0.3494 -0.1447 -0.1563
H 2.042555 2.683401 -1.919195 -0.2521 -0.0973 0.3496
H 2.585115 5.048308 -1.825910 -0.2159 0.0089 0.1818
```
Forces are in eV/Å.

Output
- HOMO (alpha / beta) (eV) = -1.12 / -1.11
- spin multiplicity = 1
- LUMO (alpha / beta) (Eh) = 0.089 / 0.089
- charge = -1
- Kohn-Sham gap (alpha / beta) (eV) = 3.5 / 3.5

=====

No. 5
Below is C7H6INS as an isolated structure, with properties calculated with the ωB97M-V functional and the def2-TZVPD basis.

```
16
Properties=species:S:1:pos:R:3:forces:R:3
C 1.912318 -0.574108 -0.714924 -1.3574 1.6297 0.6825
C 1.820168 0.713205 -1.207717 0.4608 1.2112 -0.9989
C 0.916203 -1.117030 0.077901 -0.0311 1.4838 -1.4977
C 0.742134 1.489516 -0.912986 -2.2176 -1.4491 1.5670
C -0.245281 -0.358124 0.325351 0.3731 -0.4351 2.0367
C -0.307399 0.955972 -0.078818 2.0890 -0.3161 -1.9344
C -1.364525 -0.639966 1.365002 2.4580 -0.7065 0.4471
N -2.549368 0.082011 1.110727 0.1919 3.4046 -1.1332
S -1.735347 1.749162 0.354511 -2.2997 -0.9626 1.4360
I -3.801635 -0.723033 -0.317334 0.1640 -0.1463 -0.1013
H 2.835193 -1.006409 -0.792986 1.9710 -1.7432 -0.5078
H 2.562043 1.187260 -1.888504 -0.2861 -0.7573 0.7109
H 1.170968 -2.117557 0.250181 -0.7017 -1.4740 1.2729
H 0.578457 2.435291 -1.309854 0.1248 1.6403 -0.6818
H -1.508609 -1.687308 1.294631 -0.6270 -1.1906 0.4051
H -1.025317 -0.388878 2.444824 -0.3121 -0.1887 -1.7029
```
Forces are in eV/Å.

Output
- HOMO (eV) = -8.25
- spin multiplicity = 1
- LUMO (Eh) = -0.019
- charge = 0
- Kohn-Sham gap (eV) = 7.7